# 1
{
  "formula": "C20H20BrN2O3PPbS2",
  "method": "ωB97M-V/def2-TZVPD",
  "elements": ["Pb", "Br", "S", "S", "P", "O", "O", "O", "N", "N", "C", "C", "C", "C", "C", "C", "C", "C", "C", "C", "C", "C", "C", "C", "C", "C", "C", "C", "C", "C", "H", "H", "H", "H", "H", "H", "H", "H", "H", "H", "H", "H", "H", "H", "H", "H", "H", "H", "H", "H"],
  "coordinates": [[0.336, -0.774, -0.933], [5.320, 5.181, 0.636], [0.248, -0.464, 1.694], [-0.702, -3.315, 0.208], [-0.180, -2.434, 1.904], [1.078, -3.078, 2.587], [-1.281, -2.617, 3.025], [2.697, 0.196, -1.117], [-2.038, -0.004, -1.163], [0.046, 1.788, -0.695], [-4.691, 0.787, -1.256], [2.427, 2.480, -0.508], [-3.013, 3.944, -0.298], [4.629, 1.301, -0.457], [0.981, 2.657, -0.659], [1.141, -4.508, 2.852], [-3.689, 1.738, -0.953], [-2.994, -0.864, -1.421], [-4.005, 3.079, -0.644], [1.979, -4.715, 4.087], [5.252, 2.438, -0.059], [3.198, 1.253, -0.706], [-2.345, 1.306, -0.939], [-1.672, 3.521, -0.291], [-1.308, 2.246, -0.652], [-2.671, -2.293, 2.780], [4.484, 3.611, 0.102], [-3.494, -3.556, 2.833], [-4.351, -0.508, -1.496], [3.104, 3.619, -0.136], [-3.153, -4.262, 2.077], [-5.726, 1.105, -1.282], [-5.040, 3.396, -0.661], [-3.245, 4.963, -0.020], [-2.954, -1.588, 3.559], [-2.764, -1.798, 1.811], [2.192, -5.778, 4.207], [0.712, 3.712, -0.687], [5.172, 0.379, -0.612], [-5.093, -1.260, -1.723], [2.558, 4.545, -0.007], [-4.542, -3.319, 2.642], [-2.687, -1.896, -1.557], [-0.929, 4.236, 0.031], [-3.419, -4.023, 3.815], [2.924, -4.181, 3.995], [1.579, -4.980, 1.974], [1.462, -4.360, 4.977], [0.128, -4.890, 2.984], [6.316, 2.463, 0.125]],
  "energy_ev": -136434.4661,
  "fmax_ha_per_bohr": 0.0102,
  "multiplicity": 2,
  "total_charge": 1
}



# 2
{
  "formula": "C14H13O2PS",
  "method": "ωB97M-V/def2-TZVPD",
  "elements": ["S", "P", "O", "O", "C", "C", "C", "C", "C", "C", "C", "C", "C", "C", "C", "C", "C", "C", "H", "H", "H", "H", "H", "H", "H", "H", "H", "H", "H", "H", "H"],
  "coordinates": [[0.478, -0.236, 2.479], [-0.940, 1.410, 0.121], [-1.335, 2.635, 0.817], [-1.599, 1.921, -1.160], [0.855, 1.290, 0.163], [4.210, 2.213, -1.735], [2.786, 0.420, 1.275], [-2.290, -2.961, 0.983], [-4.047, -2.733, -0.928], [-2.737, -0.874, -0.050], [-1.631, -0.241, 0.573], [-2.979, -2.215, 0.049], [3.689, 1.051, 0.414], [-1.278, -2.273, 1.766], [3.183, 1.648, -0.731], [-0.922, -0.934, 1.499], [1.721, 1.763, -0.884], [1.419, 0.483, 1.175], [5.058, 2.830, -1.326], [-4.973, -2.025, -1.074], [-0.635, -2.851, 2.468], [1.301, 2.286, -1.767], [-1.900, 2.908, 0.068], [3.289, -0.122, 2.072], [4.508, 1.369, -2.361], [3.673, 2.898, -2.359], [-4.448, -3.771, -0.788], [-3.505, -2.621, -1.896], [-2.520, -4.062, 1.214], [4.721, 0.974, 0.674], [-3.151, -0.178, -0.752]],
  "energy_ev": -38947.2946,
  "fmax_ha_per_bohr": 0.1688,
  "de_lowest_kcal_mol": 57.66
}